ORCA calculation (ωB97M-V/def2-TZVPD) on a 9-piece molecular cluster, C60H143N9O16 overall in a non-equilibrium geometry.

HOMO level = -7.9 eV
Frontier orbital gap = 0.309 hartree
Relative energy (zero: lowest compared OMol25 entry of this formula, charge and spin) = 155.8 kJ/mol
LUMO energy = 0.472 eV
Largest force on an atom = 4.916 eV/A
Electronic energy = -4067.9165 hartree

```
! RIJCOSX wB97M-V def2-TZVPD def2/J DEFGRID3
* xyz 0 1
C 17.72 25.84 9.86
C 18.15 24.93 11.06
C 18.46 23.49 10.54
C 19.49 25.43 11.69
C 19.34 26.50 12.79
C 18.30 26.15 13.79
C 16.98 25.80 13.06
C 16.07 25.33 14.25
C 16.34 27.10 12.49
N 17.09 24.73 12.04
O 15.90 24.33 11.50
H 18.47 26.11 9.11
H 16.87 25.36 9.37
H 17.45 26.85 10.15
H 18.86 22.84 11.32
H 17.57 22.97 10.16
H 19.30 23.65 9.86
H 20.10 24.61 12.07
H 20.06 25.94 10.92
H 20.32 26.43 13.27
H 19.21 27.51 12.41
H 18.11 26.93 14.52
H 18.70 25.25 14.26
H 16.48 24.40 14.64
H 15.05 24.97 14.11
H 16.02 25.96 15.14
H 17.05 27.71 11.93
H 16.04 27.65 13.38
H 15.48 26.92 11.85
H 16.12 23.40 11.52
C 0.90 23.53 6.44
C 2.21 22.73 6.04
C 2.31 22.61 4.49
C 3.48 23.51 6.46
C 3.85 23.52 7.92
C 3.79 22.08 8.53
C 2.53 21.27 8.16
C 2.86 19.77 8.48
C 1.34 21.70 9.01
N 2.30 21.40 6.69
O 1.48 20.51 6.09
H 0.06 22.84 6.46
H 1.08 24.07 7.36
H 0.72 24.35 5.74
H 1.44 22.13 4.05
H 2.22 23.61 4.05
H 3.20 22.13 4.08
H 4.33 23.13 5.89
H 3.28 24.55 6.22
H 4.89 23.82 7.98
H 3.22 24.17 8.53
H 3.71 22.26 9.60
H 4.69 21.56 8.22
H 2.05 19.15 8.10
H 2.96 19.64 9.56
H 3.70 19.34 7.93
H 0.38 21.31 8.67
H 1.38 22.79 8.97
H 1.47 21.39 10.05
H 2.04 19.81 5.76
C 13.26 25.34 10.11
O 12.57 24.24 9.55
C 13.09 22.95 9.90
C 12.14 21.84 9.43
N 11.86 21.86 7.98
C 10.90 20.90 7.42
C 9.52 20.98 8.10
O 8.74 22.04 7.60
C 7.36 21.87 8.00
H 14.26 25.43 9.70
H 13.33 25.28 11.19
H 12.73 26.25 9.83
H 13.10 22.96 10.99
H 14.13 22.68 9.71
H 11.17 21.96 9.92
H 12.60 20.93 9.79
H 11.60 22.82 7.78
H 11.26 19.88 7.59
H 10.72 20.87 6.35
H 9.48 21.01 9.19
H 8.99 20.06 7.89
H 7.28 21.77 9.08
H 6.95 20.99 7.52
H 6.79 22.76 7.71
C 12.16 18.30 10.30
O 11.02 18.65 11.08
C 10.13 17.63 11.44
C 9.08 18.25 12.42
N 8.39 19.40 11.80
C 7.45 18.93 10.78
C 6.18 18.19 11.31
O 5.37 18.02 10.15
C 4.40 16.99 10.30
H 12.70 17.48 10.77
H 12.91 19.09 10.17
H 11.92 18.01 9.28
H 10.69 16.84 11.94
H 9.77 17.18 10.52
H 9.75 18.63 13.20
H 8.35 17.58 12.87
H 9.14 19.96 11.41
H 7.89 18.34 9.99
H 6.97 19.80 10.32
H 5.68 18.67 12.15
H 6.45 17.17 11.59
H 3.66 17.26 11.05
H 4.80 16.03 10.64
H 3.78 17.01 9.40
C 6.62 17.33 6.44
O 7.83 17.08 7.18
C 8.08 15.70 7.46
C 9.51 15.48 8.05
N 10.51 15.66 7.07
C 10.49 16.97 6.36
C 11.85 17.22 5.77
O 13.04 17.23 6.56
C 14.25 17.17 5.78
H 6.38 18.37 6.24
H 5.81 16.76 6.90
H 6.77 16.84 5.47
H 7.90 15.03 6.62
H 7.41 15.37 8.26
H 9.71 14.47 8.39
H 9.62 16.15 8.91
H 11.38 15.61 7.59
H 10.16 17.76 7.04
H 9.66 16.99 5.65
H 11.84 18.18 5.26
H 11.94 16.55 4.92
H 14.53 16.15 5.55
H 15.08 17.65 6.32
H 14.09 17.64 4.81
C 9.64 23.92 4.14
O 10.44 24.87 4.80
C 10.48 24.75 6.20
C 11.34 25.88 6.75
N 10.73 27.17 6.44
C 11.74 28.23 6.40
C 11.05 29.48 5.82
O 12.03 30.46 5.61
C 11.60 31.69 5.03
H 10.29 23.13 3.77
H 9.23 24.40 3.25
H 8.79 23.48 4.66
H 10.90 23.79 6.50
H 9.47 24.88 6.56
H 12.31 25.76 6.28
H 11.57 25.85 7.82
H 10.34 26.99 5.52
H 12.52 27.91 5.70
H 12.18 28.43 7.37
H 10.26 29.89 6.45
H 10.53 29.27 4.88
H 10.94 32.20 5.73
H 11.06 31.63 4.09
H 12.40 32.43 5.06
C 5.60 25.51 10.51
O 6.81 24.75 10.56
C 7.88 25.39 9.91
C 9.28 24.68 9.81
N 9.96 24.30 11.08
C 9.36 23.12 11.60
C 10.13 22.38 12.80
O 11.27 21.76 12.22
C 12.13 21.01 13.18
H 5.80 26.58 10.53
H 5.04 25.17 11.38
H 5.07 25.28 9.58
H 8.05 26.42 10.22
H 7.58 25.48 8.86
H 9.92 25.45 9.38
H 9.36 23.88 9.08
H 10.90 24.03 10.83
H 9.18 22.41 10.79
H 8.38 23.45 11.92
H 9.47 21.65 13.26
H 10.45 23.16 13.49
H 11.60 20.18 13.63
H 12.32 21.61 14.07
H 12.99 20.63 12.62
C 11.42 20.44 2.36
O 11.80 20.66 3.68
C 13.17 20.97 3.77
C 13.50 21.23 5.23
N 14.83 21.80 5.33
C 15.17 22.21 6.69
C 16.52 22.83 6.63
O 16.34 24.26 6.41
C 17.56 25.00 6.41
H 10.34 20.34 2.36
H 11.71 19.42 2.12
H 11.74 21.13 1.58
H 13.43 21.84 3.17
H 13.72 20.13 3.34
H 13.36 20.33 5.83
H 12.80 21.96 5.64
H 14.99 22.63 4.78
H 15.17 21.27 7.25
H 14.49 22.82 7.27
H 17.19 22.36 5.92
H 16.91 22.71 7.64
H 18.03 25.15 5.44
H 18.27 24.73 7.19
H 17.27 26.02 6.66
C 17.30 32.09 6.25
O 15.92 31.96 6.13
C 15.45 30.74 5.66
C 15.08 29.78 6.77
N 15.99 29.73 7.90
C 15.38 29.01 9.03
C 14.30 29.86 9.81
O 14.51 31.28 9.91
C 15.29 31.67 11.03
H 17.74 31.76 5.31
H 17.64 31.64 7.19
H 17.59 33.14 6.28
H 16.16 30.28 4.97
H 14.55 30.95 5.08
H 14.98 28.82 6.26
H 14.10 30.07 7.15
H 16.09 30.73 8.03
H 16.27 28.86 9.64
H 15.00 28.05 8.68
H 14.14 29.29 10.73
H 13.33 29.75 9.32
H 14.70 31.47 11.93
H 15.51 32.74 11.07
H 16.27 31.20 10.97
*
```

---

ORCA calculation (ωB97M-V/def2-TZVPD) on C60H40AsCl5N4O2PTi as an isolated structure in a non-equilibrium geometry.

HOMO level = -4.0 eV
Frontier orbital gap = 0.230 hartree
Relative energy (zero: lowest compared OMol25 entry of this formula, charge and spin) = 0.0 kJ/mol
LUMO energy = 2.265 eV
Largest force on an atom = 1.488 eV/A
Electronic energy = -8407.7353 hartree

```
! RIJCOSX wB97M-V def2-TZVPD def2/J DEFGRID3
* xyz -1 1
Ti 0.51 -0.85 0.11
C 3.86 0.10 -4.46
C 4.68 -0.25 -3.40
C 4.15 -0.77 -2.23
C 2.77 -0.96 -2.09
C 1.95 -0.59 -3.16
C 2.49 -0.08 -4.33
N 2.19 -1.40 -0.90
C 2.92 -2.26 -0.06
C 3.78 -3.28 -0.46
C 4.45 -4.05 0.48
C 4.28 -3.80 1.84
C 3.40 -2.81 2.26
C 2.71 -2.06 1.33
N 1.76 -1.07 1.58
N 1.67 -0.51 2.82
C 0.69 0.36 2.79
C 0.37 1.13 3.96
C -0.66 2.00 3.93
C -1.42 2.16 2.72
C -1.08 1.42 1.65
N -0.06 0.51 1.63
H 4.28 0.51 -5.37
H 5.75 -0.10 -3.47
H 4.81 -1.03 -1.41
H 0.88 -0.72 -3.07
H 1.83 0.20 -5.14
H 3.90 -3.47 -1.52
H 5.10 -4.84 0.15
H 4.83 -4.39 2.57
H 3.23 -2.61 3.31
H 0.97 0.97 4.84
H -0.91 2.59 4.81
H -2.24 2.86 2.66
H -1.63 1.53 0.72
O -0.59 1.52 -2.54
C -1.26 0.78 -1.85
O -0.76 -0.23 -1.17
C -2.76 0.98 -1.74
C -3.29 1.94 -2.60
C -4.65 2.21 -2.63
C -5.50 1.49 -1.79
C -4.98 0.54 -0.93
C -3.61 0.28 -0.87
P -2.97 -1.05 0.27
C -3.61 -2.44 -0.79
C -4.71 -3.25 -0.49
C -5.08 -4.29 -1.33
C -4.37 -4.53 -2.50
C -3.30 -3.71 -2.82
C -2.93 -2.68 -1.98
C -4.15 -1.02 1.67
C -4.64 0.18 2.19
C -5.31 0.23 3.40
C -5.50 -0.94 4.13
C -5.00 -2.14 3.66
C -4.32 -2.17 2.45
H -2.60 2.47 -3.24
H -5.04 2.95 -3.30
H -6.57 1.67 -1.82
H -5.66 -0.01 -0.29
H -5.30 -3.06 0.40
H -5.92 -4.91 -1.07
H -4.65 -5.35 -3.14
H -2.73 -3.88 -3.73
H -2.09 -2.04 -2.25
H -4.48 1.10 1.64
H -5.68 1.17 3.77
H -6.03 -0.90 5.08
H -5.11 -3.04 4.23
H -3.90 -3.11 2.11
Cl 0.42 -3.39 -2.24
C -0.22 -3.83 -0.67
C -0.22 -2.89 0.38
C -0.79 -3.38 1.56
Cl -0.91 -2.33 2.94
C -1.29 -4.67 1.71
Cl -1.94 -5.20 3.23
C -1.28 -5.54 0.63
Cl -1.95 -7.13 0.78
C -0.74 -5.12 -0.57
Cl -0.74 -6.20 -1.92
C 4.35 4.18 -3.74
C 4.91 3.93 -2.50
C 4.21 3.19 -1.55
C 2.94 2.70 -1.84
C 2.39 2.94 -3.10
C 3.09 3.68 -4.04
As 1.82 1.76 -0.52
C 0.90 3.38 0.08
C -0.14 4.05 -0.56
C -0.70 5.17 0.03
C -0.21 5.64 1.25
C 0.84 4.98 1.88
C 1.39 3.85 1.30
C 2.52 3.06 1.85
C 3.15 3.28 3.07
C 4.20 2.46 3.46
C 4.64 1.43 2.63
C 4.00 1.20 1.42
C 2.95 2.02 1.03
H 4.89 4.76 -4.48
H 5.89 4.31 -2.26
H 4.66 3.00 -0.58
H 1.41 2.54 -3.33
H 2.65 3.86 -5.02
H -0.52 3.68 -1.51
H -1.52 5.69 -0.46
H -0.65 6.51 1.71
H 1.22 5.36 2.82
H 2.81 4.07 3.73
H 4.67 2.61 4.42
H 5.45 0.79 2.94
H 4.32 0.38 0.78
*
```

---

ORCA calculation (ωB97M-V/def2-TZVPD) on C60H44BrCl5GeN2O2S2SiW as an isolated structure in a non-equilibrium geometry.

HOMO level (alpha / beta) = -4.7 / -4.7 eV
Frontier orbital gap (alpha / beta) = 0.203 / 0.209 hartree
LUMO energy (alpha / beta) = 0.827 / 1.009 eV
Largest force on an atom = 7.136 eV/A
Electronic energy = -10677.8441 hartree

```
! RIJCOSX wB97M-V def2-TZVPD def2/J DEFGRID3
* xyz -1 2
W 0.30 0.05 0.13
S -1.75 1.52 1.32
C -1.18 2.59 2.56
C -2.01 3.47 3.24
C -1.48 4.33 4.18
C -0.12 4.32 4.47
C 0.72 3.45 3.80
C 0.20 2.58 2.85
S 1.23 1.43 2.05
H -3.07 3.47 3.01
H -2.12 5.02 4.71
H 0.30 4.98 5.21
H 1.78 3.43 4.00
Cl 0.27 -4.23 -6.15
C 0.43 -3.29 -4.73
C -0.71 -2.85 -4.04
Cl -2.28 -3.23 -4.62
C -0.57 -2.10 -2.89
Cl -1.89 -1.58 -1.92
C 0.71 -1.80 -2.35
O 0.79 -1.17 -1.20
C 1.84 -2.28 -3.04
Cl 3.38 -1.93 -2.35
C 1.71 -2.99 -4.21
Cl 3.09 -3.53 -5.06
C -3.38 -1.34 0.97
Ge -1.38 -1.50 1.22
C -1.22 -1.11 3.20
C -2.29 -0.76 4.02
C -2.11 -0.46 5.36
C -0.83 -0.48 5.91
C 0.25 -0.80 5.10
C 0.05 -1.12 3.77
C -1.40 -3.55 1.03
C -0.83 -4.07 -0.11
C -0.99 -5.41 -0.50
C -1.74 -6.25 0.27
C -2.33 -5.79 1.47
C -3.09 -6.65 2.28
C -3.62 -6.22 3.47
C -3.40 -4.90 3.88
C -2.68 -4.03 3.10
C -2.14 -4.43 1.86
H -3.87 -2.08 1.60
H -3.67 -1.55 -0.05
H -3.74 -0.35 1.23
H -3.29 -0.72 3.60
H -2.96 -0.21 5.98
H -0.69 -0.26 6.96
H 1.25 -0.80 5.51
H 0.91 -1.38 3.15
H -0.22 -3.45 -0.75
H -0.51 -5.76 -1.40
H -1.91 -7.28 -0.03
H -3.24 -7.66 1.95
H -4.20 -6.89 4.08
H -3.79 -4.57 4.83
H -2.51 -3.03 3.44
C 1.93 1.26 -1.16
C 2.04 2.71 -1.04
C 2.81 3.30 -0.02
C 2.95 4.66 0.08
C 2.35 5.50 -0.88
C 1.59 4.93 -1.90
C 1.43 3.57 -1.98
C 2.56 6.88 -0.80
N 2.75 8.01 -0.70
H 2.88 0.78 -0.90
H 1.67 1.00 -2.19
H 3.30 2.67 0.71
H 3.54 5.09 0.87
H 1.13 5.57 -2.64
H 0.83 3.13 -2.76
Br 5.99 -0.28 2.06
C 4.40 -1.23 1.63
C 4.37 -2.62 1.68
C 3.12 -3.19 1.39
C 2.05 -2.41 1.07
N 2.06 -1.02 1.00
C 3.30 -0.48 1.30
H 5.25 -3.20 1.91
H 2.99 -4.25 1.43
H 1.10 -2.88 0.88
H 3.39 0.60 1.29
O -0.84 0.93 -1.19
Si -1.96 1.71 -2.02
C -1.46 1.86 -3.85
C -2.23 2.61 -4.72
C -1.94 2.69 -6.06
C -0.83 2.02 -6.57
C -0.05 1.26 -5.72
C -0.37 1.17 -4.38
C -2.18 3.48 -1.34
C -1.23 4.07 -0.52
C -1.37 5.38 -0.09
C -2.46 6.13 -0.50
C -3.43 5.55 -1.30
C -3.29 4.23 -1.71
C -3.73 0.99 -2.09
C -4.65 1.21 -1.06
C -5.97 0.83 -1.18
C -6.42 0.22 -2.34
C -5.52 -0.02 -3.37
C -4.20 0.36 -3.24
H -3.09 3.15 -4.33
H -2.57 3.26 -6.73
H -0.59 2.10 -7.62
H 0.81 0.73 -6.12
H 0.23 0.55 -3.73
H -0.38 3.49 -0.20
H -0.62 5.82 0.55
H -2.56 7.16 -0.19
H -4.29 6.12 -1.61
H -4.07 3.77 -2.30
H -4.31 1.70 -0.16
H -6.67 1.02 -0.37
H -7.46 -0.07 -2.45
H -5.86 -0.50 -4.28
H -3.51 0.18 -4.06
*
```

---

Q: Among the records above, which one has the highest largest force on an atom?
A: C60H44BrCl5GeN2O2S2SiW

---

Q: Which of these has the lowest electronic energy?
A: C60H44BrCl5GeN2O2S2SiW

---

Q: What is the largest force on an atom in the first record?
A: 4.916 eV/A